Entry 1:
The following is a DFT calculation (ωB97M-V/def2-TZVPD) of C5H7NO in the gas phase.

Atoms and positions in Å:
O (-0.2435, 1.7306, -0.9756)
C (-0.1436, 0.4666, -0.3734)
C (1.1483, -0.2745, -0.8345)
C (1.6737, -1.0454, 0.3219)
N (1.1229, -1.0930, 1.3877)
C (-1.3792, -0.3726, -0.1884)
C (-0.6247, 0.1822, 0.9783)
H (-0.1297, 2.3963, -0.2869)
H (0.9636, -0.9646, -1.6652)
H (1.8872, 0.4548, -1.1812)
H (-2.3406, 0.0653, -0.4591)
H (-1.2940, -1.4333, -0.4336)
H (0.4442, -1.0862, 2.1392)
H (-1.0845, 0.9740, 1.5708)

## Properties
Largest force on an atom (eV/Å): 0.7
HOMO level (alpha / beta) (hartree): -0.27714 / -0.27886
Total charge: 0
LUMO level (alpha / beta) (eV): 0.3 / 0.4

Atom charges from the Mulliken analysis, given in e for atoms 1 to 4: number 1, O, carries -0.565; number 2, C, carries 0.735; number 3, C, carries -0.668; number 4, C, carries -0.127

Entry 2:
The following is a DFT calculation (ωB97M-V/def2-TZVPD) of 9 unconnected molecules or ions with the total composition C49H58Br2N9.

Atoms and positions in Å:
C (-0.1540, -3.0779, -0.8949)
C (-0.2990, -4.5336, -1.4033)
C (0.8734, -4.9488, -2.3343)
C (0.3173, -4.6189, -3.7741)
C (1.5639, -4.5100, -4.7514)
C (1.3348, -3.5322, -5.9488)
Br (-0.6264, -3.5355, -6.3685)
C (1.7719, -2.0324, -5.6380)
C (3.0829, -1.6179, -6.3973)
Br (0.3814, -0.7448, -6.2489)
C (2.6920, -4.1922, -3.7251)
N (2.1044, -4.1260, -2.3256)
H (0.7373, -2.9051, -0.2712)
H (-1.0369, -2.8703, -0.2566)
H (-0.2214, -2.3391, -1.7140)
H (-1.2218, -4.5751, -2.0116)
H (-0.4550, -5.2242, -0.5564)
H (1.0830, -6.0296, -2.2462)
H (0.0278, -3.5528, -3.6375)
H (-0.4633, -5.2980, -4.1271)
H (1.5808, -5.5154, -5.2129)
H (1.7982, -3.9047, -6.8754)
H (1.8591, -1.8509, -4.5548)
H (2.8441, -1.0696, -7.3183)
H (3.6336, -0.9338, -5.7260)
H (3.7401, -2.4863, -6.5882)
H (3.2795, -3.2665, -3.8352)
H (3.4035, -5.0385, -3.7036)
H (2.0279, -3.1346, -2.0780)
H (2.7490, -4.5146, -1.6338)
N (1.9413, -3.3992, 1.9719)
C (1.0375, -3.9541, 2.7873)
C (0.8575, -3.5794, 4.1080)
C (1.6613, -2.5728, 4.6203)
C (2.6058, -1.9834, 3.7964)
C (2.7039, -2.4283, 2.4888)
H (0.4336, -4.7387, 2.3439)
H (0.1081, -4.0627, 4.7199)
H (1.5538, -2.2503, 5.6484)
H (3.2501, -1.1950, 4.1628)
H (3.4257, -1.9937, 1.8060)
N (3.3437, 0.6668, 6.2755)
C (4.2072, 0.7908, 7.2905)
C (4.9498, 1.9332, 7.5368)
C (4.7957, 3.0116, 6.6822)
C (3.9100, 2.9081, 5.6218)
C (3.2115, 1.7218, 5.4651)
H (4.2962, -0.0801, 7.9306)
H (5.6307, 1.9783, 8.3737)
H (5.3591, 3.9208, 6.8410)
H (3.7634, 3.7292, 4.9329)
H (2.5038, 1.5950, 4.6523)
N (-1.7077, 0.0760, -10.3249)
C (-0.9090, 0.1621, -9.2561)
C (-0.2338, 1.3162, -8.8883)
C (-0.3913, 2.4465, -9.6757)
C (-1.2124, 2.3798, -10.7894)
C (-1.8448, 1.1784, -11.0669)
H (-0.8171, -0.7478, -8.6768)
H (0.3978, 1.3314, -8.0121)
H (0.1196, 3.3677, -9.4239)
H (-1.3596, 3.2402, -11.4280)
H (-2.4995, 1.0791, -11.9254)
N (1.1635, -0.2865, -1.2325)
C (2.1962, 0.3478, -1.8009)
C (2.2140, 1.7058, -2.0684)
C (1.0960, 2.4541, -1.7328)
C (0.0143, 1.8192, -1.1451)
C (0.0994, 0.4566, -0.9162)
H (3.0477, -0.2793, -2.0493)
H (3.0785, 2.1661, -2.5279)
H (1.0687, 3.5188, -1.9277)
H (-0.8748, 2.3679, -0.8714)
H (-0.7207, -0.0845, -0.4550)
N (-2.5188, 2.0863, -3.2445)
C (-3.2209, 3.2197, -3.1469)
C (-4.3959, 3.4622, -3.8391)
C (-4.8730, 2.4754, -4.6867)
C (-4.1616, 1.2921, -4.8061)
C (-2.9993, 1.1486, -4.0665)
H (-2.8074, 3.9639, -2.4744)
H (-4.9233, 4.3988, -3.7182)
H (-5.7874, 2.6263, -5.2469)
H (-4.5015, 0.4986, -5.4579)
H (-2.4108, 0.2391, -4.1243)
N (5.4879, 4.4452, 9.4696)
C (6.0082, 5.6646, 9.2954)
C (6.9424, 6.2349, 10.1445)
C (7.3626, 5.5034, 11.2434)
C (6.8368, 4.2378, 11.4474)
C (5.9102, 3.7585, 10.5361)
H (5.6471, 6.2012, 8.4245)
H (7.3301, 7.2259, 9.9508)
H (8.0905, 5.9141, 11.9320)
H (7.1390, 3.6364, 12.2939)
H (5.4737, 2.7721, 10.6532)
N (-3.7319, -1.0287, -0.0285)
C (-4.3639, -2.2014, 0.0855)
C (-4.9158, -2.6691, 1.2673)
C (-4.8047, -1.8794, 2.4013)
C (-4.1523, -0.6602, 2.3092)
C (-3.6393, -0.2835, 1.0786)
H (-4.4238, -2.7851, -0.8269)
H (-5.4192, -3.6261, 1.2992)
H (-5.2217, -2.2094, 3.3449)
H (-4.0459, -0.0159, 3.1722)
H (-3.1242, 0.6632, 0.9559)
N (-6.3803, 1.7735, 3.9574)
C (-7.0457, 2.4826, 4.8747)
C (-8.4171, 2.6782, 4.8525)
C (-9.1447, 2.1100, 3.8189)
C (-8.4766, 1.3716, 2.8551)
C (-7.1032, 1.2337, 2.9713)
H (-6.4346, 2.9101, 5.6615)
H (-8.9025, 3.2603, 5.6240)
H (-10.2184, 2.2407, 3.7654)
H (-9.0090, 0.9129, 2.0328)
H (-6.5367, 0.6633, 2.2438)

## Properties
Largest force on an atom (eV/Å): 3.4
HOMO level (hartree): -0.39924
Total charge: +1
LUMO level (eV): -2.4

Atom charges from the Mulliken analysis, given in e for atoms 1 to 4: number 1, C, carries -0.941; number 2, C, carries -0.654; number 3, C, carries 0.018; number 4, C, carries -1.528

Entry 3:
The following is a DFT calculation (ωB97M-V/def2-TZVPD) of 2 unconnected molecules or ions with the total composition C2H5OS.

Atoms and positions in Å:
S (2.1549, 0.9478, 1.9299)
H (3.2845, 1.1572, 1.2426)
O (-2.5246, 0.2170, -0.9649)
C (-1.5771, -0.4823, -0.7165)
C (-0.2070, -0.1213, -0.2539)
H (-1.6701, -1.5890, -0.8685)
H (0.5122, -0.7660, -0.7611)
H (0.1251, 0.8949, -0.4276)
H (-0.0978, -0.2583, 0.8200)

## Properties
Largest force on an atom (eV/Å): 0.8
HOMO level (hartree): -0.09742
Total charge: -1
LUMO level (eV): 3.7

Atom charges from the Mulliken analysis, given in e for atoms 1 to 4: number 1, S, carries -0.877; number 2, H, carries -0.064; number 3, O, carries -0.488; number 4, C, carries 0.189